{
  "formula": "C4H12N2O2S",
  "method": "wB97M-V/def2-TZVPD",
  "relative_energy_kcal_mol": 41.74,
  "homo_ev": -9.09,
  "lumo_energy_ev": 0.6,
  "species": ["C", "C", "C", "C", "N", "N", "O", "O", "S", "H", "H", "H", "H", "H", "H", "H", "H", "H", "H", "H", "H"],
  "xyz": [[0.7817, 0.3999, -2.4604], [1.9905, -0.8544, -0.5910], [-0.2579, 2.0960, -0.3864], [1.1077, 0.2817, -0.9987], [-1.5534, -1.7584, 3.0962], [0.6467, 1.0199, -0.0820], [-1.7139, -1.8957, 0.5855], [-2.2501, 0.2327, 1.6855], [-1.1678, -1.0204, 1.5859], [1.2809, -0.3673, -3.0432], [1.0719, 1.3819, -2.8362], [-0.2966, 0.3041, -2.5928], [2.8430, -0.9472, -1.2577], [2.3320, -0.7159, 0.4291], [1.4137, -1.7762, -0.6397], [0.0771, 2.7129, -1.2261], [-1.2471, 1.6993, -0.6339], [-0.3425, 2.7225, 0.5017], [-2.0770, -2.6172, 3.0108], [-0.7582, -1.8795, 3.7016], [-1.8805, 0.9813, 2.1521]],
  "mulliken_charge": [-1.35, -1.35, -1.00, 1.20, -0.58, -0.50, -0.57, -0.50, 0.78, 0.35, 0.36, 0.31, 0.45, 0.31, 0.29, 0.35, 0.35, 0.29, 0.25, 0.26, 0.32]
}



{
  "formula": "C4H12N2O3",
  "method": "wB97M-V/def2-TZVPD",
  "relative_energy_kcal_mol": 18.98,
  "smiles": "C[C@H](CO)NC(N)=O.O",
  "homo_ev": -9.68,
  "lumo_energy_ev": 0.5,
  "species": ["C", "C", "C", "O", "N", "C", "N", "O", "H", "H", "H", "H", "H", "H", "H", "H", "H", "H", "O", "H", "H"],
  "xyz": [[-2.1386, 0.7433, 0.4402], [-0.6707, 0.5387, 0.1275], [-0.3103, 1.5780, -1.0097], [1.0210, 2.0801, -0.8223], [-0.4626, -0.7513, -0.5766], [0.5675, -1.5882, -0.1537], [0.7696, -2.6770, -0.9815], [1.2850, -1.3822, 0.8031], [-2.2337, 1.7606, 0.8290], [-2.8233, 0.5469, -0.3747], [-2.4312, 0.0603, 1.2530], [0.0485, 0.7751, 0.8991], [-0.3819, 1.2226, -2.0422], [-0.8646, 2.5235, -0.8937], [1.6614, 1.3913, -1.0400], [-1.1279, -1.2409, -1.1378], [0.0416, -2.9347, -1.6279], [1.1384, -3.5042, -0.5355], [2.2002, 0.3979, 2.6730], [1.6387, 0.1074, 1.9139], [3.0729, 0.3528, 2.2568]],
  "mulliken_charge": [-1.58, 0.79, -0.67, -0.54, -0.16, 0.52, -0.47, -0.62, 0.41, 0.37, 0.39, -0.11, 0.28, 0.33, 0.30, 0.26, 0.20, 0.28, -0.66, 0.38, 0.29]
}



{
  "formula": "C4H12N2O3S",
  "method": "wB97M-V/def2-TZVPD",
  "relative_energy_kcal_mol": 27.73,
  "homo_ev": -8.69,
  "lumo_energy_ev": 0.5,
  "species": ["C", "C", "C", "C", "N", "N", "O", "O", "O", "S", "H", "H", "H", "H", "H", "H", "H", "H", "H", "H", "H", "H"],
  "xyz": [[-2.9931, 0.4195, 0.4524], [2.1011, 0.1250, 1.3327], [-2.2738, 0.2493, -0.8119], [2.1468, -0.6273, -0.0752], [-1.2552, 1.0329, -1.0217], [3.0608, 0.2534, -0.9432], [-0.5988, -0.8916, 1.5743], [-1.3881, -1.6242, -0.5656], [0.8926, -0.8247, -0.5625], [-0.2267, -1.6905, 0.4070], [-4.0441, 0.8949, 0.2993], [-2.3857, 0.9826, 1.0988], [-3.1214, -0.5272, 0.8226], [1.6828, -0.6215, 2.0274], [1.4247, 0.8943, 1.1094], [3.1549, 0.4876, 1.6650], [-2.8334, -0.2632, -1.6591], [2.6145, -1.6320, 0.0352], [-0.6339, 1.0964, -0.1607], [-0.9081, 1.2368, -1.9773], [3.0722, -0.1323, -1.9419], [2.5120, 1.1619, -1.1049]],
  "mulliken_charge": [-1.12, -0.98, 0.27, 0.11, -0.27, -0.73, -0.55, -0.58, -0.33, 0.55, 0.31, 0.33, 0.39, 0.31, 0.26, 0.33, 0.30, 0.35, 0.23, 0.27, 0.29, 0.28]
}



{
  "formula": "C4H12N2O4",
  "method": "wB97M-V/def2-TZVPD",
  "total_charge": 1,
  "relative_energy_kcal_mol": 0.00,
  "homo_ev": [-14.83, -14.73],
  "lumo_energy_ev": [-3.7, -8.9],
  "spin_multiplicity": 2,
  "s_squared": 0.765,
  "species": ["C", "C", "N", "C", "C", "N", "O", "O", "H", "H", "H", "H", "H", "H", "H", "H", "H", "H", "O", "H", "H", "O"],
  "xyz": [[-2.3855, -0.4012, -1.4606], [-0.9838, -0.0884, -1.9390], [0.0937, 0.0488, -0.9666], [-0.0864, -0.2424, 0.4447], [1.3250, -0.4466, 1.0492], [2.3456, -0.7758, 0.1813], [1.5260, -0.2827, 2.2216], [-0.6476, 0.1004, -3.0770], [-2.8515, -1.2875, -1.8808], [-2.4276, -0.4461, -0.3789], [-3.0462, 0.4372, -1.6944], [0.7521, 0.8268, -1.1391], [-0.4485, 0.6599, 0.9491], [-0.6808, -1.1265, 0.6377], [2.1157, -1.2662, -0.6650], [3.2918, -0.9020, 0.5010], [-1.8784, -0.4057, 3.1106], [-0.4167, -0.8414, 3.3453], [-1.2605, -1.1441, 2.9647], [1.7722, 2.3690, -0.0021], [2.3390, 2.4411, -1.3518], [1.5526, 2.7733, -0.8500]],
  "lowdin_spin": [0.00, 0.01, 0.58, 0.08, 0.03, 0.03, 0.04, 0.18, 0.00, 0.00, 0.00, 0.01, 0.04, 0.00, 0.00, 0.00, 0.00, 0.00, 0.00, 0.00, 0.00, 0.00]
}



{
  "formula": "C4H12N2OS",
  "method": "wB97M-V/def2-TZVPD",
  "relative_energy_kcal_mol": 42.83,
  "homo_ev": -8.49,
  "lumo_energy_ev": 0.7,
  "species": ["C", "C", "C", "C", "N", "N", "O", "S", "H", "H", "H", "H", "H", "H", "H", "H", "H", "H", "H", "H"],
  "xyz": [[-0.2638, 1.5307, -1.7641], [0.8303, -0.3892, 2.3588], [-1.0766, 0.8418, -0.6671], [-0.2594, 0.3838, 1.6245], [1.0914, -1.5685, -1.4202], [-0.1869, 0.1346, 0.2092], [-1.3012, -2.0318, -0.9603], [-0.0989, -1.7296, -0.2172], [0.2755, 0.7833, -2.3389], [-0.9133, 2.0935, -2.4290], [0.4616, 2.2065, -1.3172], [0.6305, -1.4560, 2.3328], [1.7925, -0.2012, 1.8891], [0.8787, -0.0706, 3.3970], [-1.6575, 1.5800, -0.1031], [-1.7883, 0.1413, -1.1277], [-1.2462, 0.1421, 2.0570], [-0.0917, 1.4586, 1.7689], [2.0287, -1.6963, -1.0721], [0.8945, -2.1528, -2.2204]],
  "mulliken_charge": [-1.12, -1.28, -0.63, -0.36, -0.50, 0.04, -0.61, 0.54, 0.28, 0.38, 0.28, 0.37, 0.30, 0.38, 0.39, 0.36, 0.29, 0.39, 0.23, 0.26]
}



{
  "formula": "C4H12N2S",
  "method": "wB97M-V/def2-TZVPD",
  "relative_energy_kcal_mol": 111.04,
  "smiles": "CC(C)(C)[SH](=N)=N",
  "homo_ev": -9.08,
  "lumo_energy_ev": 0.6,
  "species": ["C", "C", "C", "C", "S", "N", "N", "H", "H", "H", "H", "H", "H", "H", "H", "H", "H", "H", "H"],
  "xyz": [[1.1408, 1.0186, 0.5767], [0.2494, 0.1652, -0.2158], [1.0198, -1.1559, -0.5699], [-0.3159, 0.8550, -1.7257], [-1.2094, -0.2657, 0.8231], [-2.0559, -1.2694, -0.0208], [-0.8875, -0.4830, 2.2559], [1.8138, 0.3335, 1.3121], [1.9215, 1.4581, -0.1693], [0.5827, 1.8392, 1.2225], [1.6077, -1.1448, -1.4451], [0.2465, -1.9435, -0.4938], [1.7440, -1.4063, 0.1984], [0.6572, 1.0703, -2.1564], [-0.8789, 0.0595, -2.3179], [-0.9016, 1.7321, -1.4899], [-1.8959, 1.1786, 0.8846], [-2.4222, -2.1115, 0.4016], [-0.4161, 0.0700, 2.9297]],
  "mulliken_charge": [-1.42, 1.05, -1.51, -1.21, 0.54, -0.65, -0.67, 0.32, 0.33, 0.30, 0.40, 0.39, 0.41, 0.42, 0.30, 0.38, 0.13, 0.24, 0.26]
}



{
  "formula": "C4H12N2S",
  "method": "wB97M-V/def2-TZVPD",
  "relative_energy_kcal_mol": 8.72,
  "smiles": "NCNCCCS",
  "homo_ev": -8.93,
  "lumo_energy_ev": 0.8,
  "species": ["N", "C", "N", "C", "C", "C", "S", "H", "H", "H", "H", "H", "H", "H", "H", "H", "H", "H", "H"],
  "xyz": [[-1.0816, 0.6380, 3.3145], [-0.5770, -0.2532, 2.3103], [-1.1609, -0.0652, 0.9909], [-0.7008, -1.0605, 0.0441], [-0.7327, -0.5994, -1.3994], [0.1937, 0.6050, -1.6951], [1.9786, 0.2162, -1.9044], [-0.5958, 1.5127, 3.3665], [-2.0791, 0.7765, 3.2137], [0.5168, -0.2133, 2.3387], [-0.8124, -1.2893, 2.5913], [-1.0624, 0.8908, 0.6693], [0.3001, -1.4652, 0.2640], [-1.3424, -1.9478, 0.1306], [-0.3698, -1.3882, -2.0629], [-1.7405, -0.2620, -1.6639], [-0.1390, 1.1134, -2.5854], [0.2371, 1.2655, -0.8311], [2.1995, -0.0631, -0.6165]],
  "mulliken_charge": [-0.57, -0.44, -0.36, -0.54, -0.63, -0.67, -0.19, 0.23, 0.25, 0.36, 0.29, 0.28, 0.29, 0.32, 0.32, 0.34, 0.38, 0.26, 0.09]
}